[1]
The following is a quantum chemistry calculation of a molecular structure, C40H47BrN4O8SSiW in a non-equilibrium geometry, from the OMol25 dataset.

The geometry in XYZ format:
```
103
Properties=species:S:1:pos:R:3:forces:R:3
H -3.619 4.480 -1.454 -0.122 0.085 -0.010
H 5.928 -1.057 0.674 0.109 0.045 0.022
H 3.170 3.963 1.426 -0.110 0.209 -0.110
H -1.414 -2.945 2.850 -0.043 -0.091 -0.013
C -3.110 2.388 -1.694 0.278 -0.060 -0.058
N 1.660 0.534 0.172 -1.230 0.358 -0.472
H 4.267 1.662 -1.544 0.176 -0.122 0.005
C 0.887 3.469 -0.366 0.184 -0.627 0.044
H 0.476 2.973 4.025 -0.106 0.140 -0.134
H -3.989 1.245 -3.310 -0.077 -0.105 -0.064
N 0.053 -0.052 2.052 -1.984 -2.556 -0.728
C 2.203 -1.849 0.256 0.268 0.271 0.084
C -3.678 2.268 -3.109 0.126 -0.045 0.181
C -3.222 -0.004 3.418 -0.084 0.012 -0.145
C 2.588 -0.484 0.308 -0.208 -1.056 0.135
C -4.510 0.496 1.305 0.219 -0.193 0.298
C 0.461 -3.773 -1.591 0.032 0.233 0.120
C -4.037 1.847 -0.638 0.627 -0.151 -0.128
H 1.167 4.416 0.088 0.188 0.100 0.143
H -1.984 4.187 -2.078 0.075 0.096 -0.096
H 0.352 -2.544 5.856 -0.043 0.019 -0.149
H -3.774 -2.621 2.567 0.052 -0.085 0.076
C -0.468 6.541 2.418 0.198 0.159 0.261
H -5.187 -0.644 2.940 0.091 0.052 -0.102
H 0.757 3.649 -1.426 0.006 0.078 -0.357
H -5.695 2.850 -1.510 -0.015 0.102 -0.115
C -3.893 -1.869 1.788 0.017 0.156 0.037
Br -1.978 -1.417 -1.469 0.385 -0.024 0.371
C 3.407 2.321 -1.594 -0.299 -0.337 0.599
C 4.473 -2.612 0.469 0.041 0.214 0.024
H 4.321 0.745 0.549 0.084 0.115 0.017
H -0.626 -6.958 -1.277 -0.004 -0.077 -0.033
H 1.333 5.722 4.290 -0.019 -0.009 0.125
C -4.241 -0.511 2.401 0.223 -0.138 0.083
C -0.068 -1.882 4.104 -0.201 0.175 -0.777
C 0.750 -0.753 4.212 -0.106 0.288 -0.407
C 4.881 -1.293 0.558 0.146 -0.275 -0.020
H -4.528 2.930 -3.259 -0.106 0.056 -0.072
C -0.549 4.038 2.749 -0.371 -0.314 -0.182
H -0.082 3.176 0.028 0.111 0.207 0.034
H -2.346 3.909 -0.367 0.049 0.028 0.109
H 1.348 4.423 5.483 0.009 0.019 -0.028
Si 2.251 2.164 -0.073 0.306 1.568 -0.123
C -6.291 1.730 0.199 0.052 0.066 -0.036
C 0.907 1.327 -4.791 -0.781 1.792 -0.412
H -0.734 6.923 3.406 0.082 0.064 -0.095
C -0.240 -5.635 0.355 -0.017 -0.059 -0.006
O 1.072 1.739 -5.908 -0.001 -0.471 0.777
O -0.365 3.216 -3.892 0.053 -0.406 0.581
C 3.964 -0.267 0.483 -0.343 0.170 0.028
H 0.615 6.590 2.288 -0.064 0.041 -0.021
H 0.732 -3.044 -2.337 0.044 0.077 0.026
O 0.828 -2.125 0.160 0.488 0.076 -0.183
H -2.979 -1.806 1.200 -0.051 -0.127 -0.007
N 0.359 3.935 3.740 0.157 0.084 0.086
C 0.109 2.116 -3.665 0.080 1.403 -2.289
C 0.139 1.251 -2.577 0.733 -2.148 0.521
C -0.711 -1.160 1.857 1.303 0.899 1.397
O -0.397 1.278 -1.340 -0.061 1.289 -1.854
C 0.151 -4.363 0.732 0.096 0.459 -0.028
H 0.000 -5.308 -2.997 0.042 -0.022 -0.136
H -2.981 -0.778 4.144 0.013 -0.070 0.084
H 4.266 2.610 1.431 0.218 -0.068 0.029
H 3.777 3.339 -1.685 -0.006 0.226 0.090
H -7.336 1.996 0.133 -0.046 0.036 0.009
C 0.055 -5.045 -1.953 -0.011 -0.002 0.102
C 0.739 4.922 4.732 -0.048 0.322 -0.042
C -5.840 0.881 1.185 -0.026 0.006 -0.017
H -6.550 0.479 1.891 -0.041 -0.085 0.119
O 0.861 -0.838 -1.937 -0.206 0.728 -1.009
H -3.633 0.854 3.945 0.043 0.117 0.056
C 1.357 0.036 -4.202 2.269 -2.228 -2.536
H 2.782 -3.901 0.256 -0.010 -0.031 -0.010
C 3.214 2.878 1.448 -0.159 -0.518 -0.560
C 3.123 -2.879 0.323 -0.232 -0.024 0.050
H -1.636 5.067 1.476 0.148 -0.096 0.201
O 2.043 -0.800 -4.802 -1.440 1.420 1.615
N -0.964 5.197 2.222 0.013 0.056 -0.021
H -2.204 1.782 -1.662 -0.539 0.403 -0.085
H 5.184 -3.420 0.511 0.072 -0.095 0.003
O -0.181 -2.793 5.089 -0.057 -0.038 -0.015
O -2.222 0.696 0.456 1.287 -0.102 0.000
C -0.300 -5.970 -0.986 -0.056 -0.183 -0.013
H 1.354 -0.585 5.093 0.057 0.111 0.013
H 1.394 1.023 3.187 -0.015 -0.010 -0.013
C -0.778 -2.077 2.922 -0.412 -0.180 -0.402
H -4.697 -2.188 1.129 -0.042 -0.067 -0.102
W -0.498 0.043 -0.007 0.923 -2.206 2.322
C 0.830 0.039 -2.855 -1.259 0.009 3.163
H 0.206 -4.077 1.771 0.052 -0.032 0.028
C -2.741 3.840 -1.380 0.133 -0.200 -0.024
H -0.494 -6.363 1.112 -0.034 -0.033 0.046
S -1.220 2.621 2.133 -0.185 0.302 0.345
C -3.560 1.004 0.391 -1.103 0.371 -0.387
H -0.932 7.180 1.671 0.039 -0.007 0.009
C 0.771 0.138 3.164 0.467 0.556 -0.076
H -2.308 0.315 2.924 -0.056 0.027 0.200
H -2.910 2.546 -3.825 0.062 0.064 -0.106
C 0.481 -3.434 -0.246 -0.224 -0.006 -0.051
H 2.880 2.087 -2.515 -0.141 -0.008 -0.091
H 2.820 2.560 2.408 -0.165 -0.108 0.161
C -5.374 2.204 -0.710 -0.038 -0.096 0.117
H -0.136 5.347 5.230 0.072 0.027 0.003
```
Positions in Å, forces in eV/Å.

Computed properties:
Charge ... 0
E_LUMO ... -1.98 eV
HOMO-LUMO gap ... 5.6 eV



[2]
The following is a quantum chemistry calculation of 3 unconnected molecules or ions with the total composition C4H13NO2 in a non-equilibrium geometry, from the OMol25 dataset.

The geometry in XYZ format:
```
20
Properties=species:S:1:pos:R:3:forces:R:3
O 3.341 -1.388 -0.237 -0.407 0.172 0.226
H 0.286 0.934 2.540 -0.611 0.668 -0.302
C -0.197 0.504 1.663 -0.254 -1.580 -0.449
H 1.926 2.125 -0.187 -0.161 -0.848 0.410
N 0.045 0.038 -0.747 0.459 0.752 0.547
H -3.819 -0.920 -2.780 0.201 -0.048 0.517
H -1.431 -0.821 2.857 -0.207 -0.098 0.226
H -1.382 -1.395 1.179 -0.279 0.708 -0.209
H -3.786 -0.658 -4.219 0.313 0.096 -0.358
O -3.182 -0.730 -3.472 -0.513 -0.053 -0.169
C 0.877 2.141 0.175 0.608 0.845 -1.984
H 2.764 -0.726 0.165 0.185 0.268 -0.086
H 0.910 2.818 1.021 -0.530 0.105 -0.023
H 0.025 -1.526 2.123 -0.301 -0.073 0.441
H 0.427 2.574 -0.763 -0.136 0.184 1.204
H 2.951 -2.190 0.117 0.168 -0.399 -0.084
H 0.923 0.181 -1.239 -0.323 -0.067 -0.523
H -0.018 -0.959 -0.580 -0.248 0.151 0.300
C -0.838 -0.856 1.957 1.414 -0.101 -0.144
C 0.180 0.853 0.428 0.622 -0.683 0.460
```
Positions in Å, forces in eV/Å.

Computed properties:
Charge ... 0
E_LUMO ... 0.68 eV
SMILES ... C/C=C(/C)N.O.O
HOMO-LUMO gap ... 8.9 eV



[3]
The following is a quantum chemistry calculation of 2 unconnected molecules or ions with the total composition C4H6BFO2 in a non-equilibrium geometry, from the OMol25 dataset.

The geometry in XYZ format:
```
14
Properties=species:S:1:pos:R:3:forces:R:3
C -0.471 0.477 0.366 4.263 -0.766 -1.016
O 2.721 0.281 0.784 1.669 -0.084 -0.206
C -2.116 -1.019 -0.773 -1.216 -1.470 -0.515
B 1.798 -0.002 -0.094 -4.761 0.302 0.041
H -2.672 -0.244 -1.359 0.606 -1.119 0.626
O 1.856 -0.568 -1.279 1.405 -1.104 -1.357
H 2.393 0.526 1.625 -0.519 0.501 1.382
H 2.708 -1.003 -1.561 -1.147 0.768 0.522
H 0.093 2.358 0.594 2.552 2.485 0.007
H -1.615 2.106 1.016 -0.707 0.241 -0.075
C -0.685 1.729 0.644 -2.482 -1.303 0.667
H -2.243 -2.165 -0.837 -0.301 2.162 -0.376
F -0.550 -1.779 0.748 -0.849 0.609 -0.249
C -1.218 -0.698 0.127 1.487 -1.222 0.550
```
Positions in Å, forces in eV/Å.

Computed properties:
Charge ... 0
E_LUMO ... 0.21 eV
HOMO-LUMO gap ... 8.4 eV



[4]
The following is a quantum chemistry calculation of 2 unconnected molecules or ions with the total composition C3H4N2O, from the OMol25 dataset.

The geometry in XYZ format:
```
10
Properties=species:S:1:pos:R:3:forces:R:3
H -1.645 1.496 1.801 -0.014 -0.098 -0.142
C -1.640 0.191 -0.057 0.041 0.291 0.411
H 1.672 -0.106 -1.899 -0.019 -0.004 0.067
N 1.752 -0.399 1.160 -0.159 -0.027 -0.609
N 1.134 -0.601 -1.198 0.180 0.058 0.490
C -1.617 0.879 0.933 -0.072 -0.280 -0.439
H -0.738 -0.768 -1.366 -0.075 0.040 0.032
H 1.305 0.275 1.770 0.014 -0.027 -0.055
O -1.670 -0.556 -1.126 0.062 0.084 0.170
C 1.447 -0.413 -0.017 0.044 -0.038 0.075
```
Positions in Å, forces in eV/Å.

Computed properties:
Charge ... 0
E_LUMO ... 0.67 eV
SMILES ... N=C=N.C#CO
HOMO-LUMO gap ... 10.1 eV



Electronic energy, respectively: -155163.7093 -9942.9096 -11732.6564 -8200.5420 eV.
Energy above the lowest of the compared OMol25 structures with the same formula, charge and spin, respectively: 232.1 124.2 201.5 322.6 kJ/mol.